Record 1
# C5H11N

The molecule C5H11N (the ωB97M-V functional and the def2-TZVPD basis, OMol25).

XYZ file:
```
17
Properties=species:S:1:pos:R:3:forces:R:3
C -1.454 -0.764 0.705 -0.025 -0.047 0.030
C -0.530 0.248 0.039 -0.097 0.038 0.039
C -1.136 0.798 -1.247 -0.018 0.044 -0.030
N 0.729 -0.406 -0.306 -0.101 -0.044 -0.077
C 1.934 0.390 -0.210 0.187 0.200 -0.114
C 1.657 -0.697 0.764 0.077 -0.119 0.225
H -1.588 -1.631 0.049 -0.006 0.101 0.061
H -1.035 -1.117 1.654 -0.055 0.041 -0.132
H -2.434 -0.322 0.908 0.136 -0.051 -0.027
H -0.354 1.084 0.744 0.027 -0.127 -0.082
H -1.317 -0.025 -1.947 0.011 0.119 0.099
H -0.453 1.506 -1.729 -0.084 -0.082 0.072
H -2.084 1.311 -1.053 0.139 -0.065 -0.005
H 1.839 1.411 0.166 -0.025 -0.168 -0.090
H 2.663 0.260 -1.006 -0.101 -0.006 0.140
H 2.169 -1.654 0.692 -0.050 0.177 0.021
H 1.395 -0.392 1.777 -0.017 -0.011 -0.132
```
Forces are in eV/Å.

Properties
HOMO level   -9.1 eV
Energy above the lowest of the compared OMol25 structures with the same formula, charge and spin   1.111 eV
Charge   0
Total energy   -6852.41705 eV
LUMO level   1.268 eV


Record 2
# C5H11N

A cluster of 3 separate species, C5H11N in total in a non-equilibrium geometry (the ωB97M-V functional and the def2-TZVPD basis, OMol25).

XYZ file:
```
17
Properties=species:S:1:pos:R:3:forces:R:3
C 1.470 1.334 0.292 0.911 -0.542 -0.526
C -0.630 -0.133 2.265 0.028 -0.689 -2.632
C -0.717 -0.824 1.137 -0.500 1.208 -0.024
C -0.567 -1.277 -0.117 -1.527 0.911 0.354
C -1.489 -0.796 -1.220 0.227 0.072 -0.677
N 1.542 0.984 -1.152 -1.096 -0.827 0.886
H 1.905 0.622 1.003 0.592 -0.428 -0.310
H 2.054 2.243 0.437 -0.783 0.388 0.243
H 0.439 1.260 0.636 0.023 1.214 -0.369
H -0.231 -0.417 3.221 -1.173 0.006 0.776
H -2.272 0.127 1.294 1.915 -1.065 1.213
H 0.069 -2.078 -0.383 0.738 -0.670 0.358
H -1.187 -1.244 -2.173 -0.062 -0.151 0.206
H -1.432 0.275 -1.428 0.011 0.044 0.333
H -2.544 -1.061 -1.069 0.063 0.016 0.291
H 1.124 0.045 -1.184 0.390 0.515 -0.507
H 2.464 0.942 -1.560 0.242 -0.002 0.382
```
Forces are in eV/Å.

Properties
HOMO level   -7.4 eV
Energy above the lowest of the compared OMol25 structures with the same formula, charge and spin   7.992 eV
Charge   0
Total energy   -6845.53625 eV
LUMO level   -1.063 eV


Record 3
# C5H11N

The molecule C5H11N in a non-equilibrium geometry (the ωB97M-V functional and the def2-TZVPD basis, OMol25).

XYZ file:
```
17
Properties=species:S:1:pos:R:3:forces:R:3
C -0.535 -0.015 0.325 1.716 -5.134 -2.107
C -1.121 -2.238 -0.837 -0.256 -0.053 0.318
C 0.238 2.136 1.071 2.088 -1.232 -1.427
N -0.066 -1.366 -0.376 -1.120 1.332 0.386
C 0.644 0.805 0.122 -2.175 5.269 2.828
C 1.699 0.837 -0.656 0.297 -0.677 0.035
H 0.615 -1.866 0.188 -0.280 0.317 0.129
H -0.756 -0.229 1.379 -0.138 0.442 -0.182
H -1.401 0.348 -0.231 0.053 0.008 0.194
H -1.725 -2.671 -0.023 -0.063 -0.071 -0.127
H -0.705 -3.054 -1.432 -0.012 0.024 0.058
H -1.796 -1.671 -1.483 0.029 -0.053 -0.010
H -0.809 2.436 1.099 -0.142 -0.551 -0.236
H 0.583 1.910 2.079 -0.083 0.160 0.097
H 0.791 2.982 0.670 0.146 0.177 0.222
H 1.935 0.007 -1.301 0.021 -0.131 -0.115
H 2.409 1.649 -0.594 -0.081 0.174 -0.062
```
Forces are in eV/Å.

Properties
HOMO level   -8.6 eV
Energy above the lowest of the compared OMol25 structures with the same formula, charge and spin   2.089 eV
Charge   0
Total energy   -6851.43961 eV
LUMO level   1.068 eV


Record 4
# C5H11N

The molecule C5H11N (the ωB97M-V functional and the def2-TZVPD basis, OMol25).

XYZ file:
```
17
Properties=species:S:1:pos:R:3:forces:R:3
C -0.081 -0.672 -1.744 -0.123 -0.023 -0.360
N -0.399 -0.995 -0.371 0.423 0.100 -0.071
C -1.315 -0.654 0.706 -0.196 -0.055 0.095
C -0.027 0.055 0.530 0.212 0.182 0.250
C 1.271 -0.320 1.184 0.086 0.085 0.298
C -0.190 1.496 0.070 0.051 0.059 0.046
H -0.762 -0.024 -2.306 -0.182 -0.169 0.042
H 0.881 -0.137 -1.675 -0.275 -0.179 -0.321
H 0.133 -1.593 -2.287 -0.348 0.060 -0.191
H -1.367 -1.408 1.491 -0.170 -0.108 -0.345
H -2.229 -0.063 0.596 0.184 -0.166 -0.274
H 1.441 0.161 2.145 0.165 0.042 0.097
H 2.081 -0.049 0.489 -0.093 0.022 0.262
H 1.289 -1.411 1.273 0.040 0.240 0.266
H -0.273 2.132 0.955 0.070 0.080 -0.102
H 0.652 1.853 -0.535 -0.049 -0.091 0.149
H -1.106 1.630 -0.521 0.205 -0.080 0.157
```
Forces are in eV/Å.

Properties
HOMO level   -8.6 eV
Energy above the lowest of the compared OMol25 structures with the same formula, charge and spin   2.005 eV
Charge   0
Total energy   -6851.52371 eV
LUMO level   1.018 eV


Record 5
# C5H11N

The molecule C5H11N in a non-equilibrium geometry (the ωB97M-V functional and the def2-TZVPD basis, OMol25).

XYZ file:
```
17
Properties=species:S:1:pos:R:3:forces:R:3
C -2.564 0.009 -0.354 -1.423 0.590 0.160
C -1.304 -0.507 0.366 -0.437 -1.250 0.625
C 0.432 1.119 0.131 1.144 0.257 -0.213
C 1.219 -0.139 0.462 -1.657 1.519 -0.943
C 2.448 -0.356 -0.311 1.500 1.000 0.136
H -2.720 -0.647 -1.317 -0.190 1.533 1.890
H -2.481 1.139 -0.636 -0.140 -2.029 0.396
H -3.483 -0.058 0.499 2.288 -0.057 -2.794
H -1.375 -1.638 0.262 0.089 1.244 0.882
H -1.488 -0.137 1.491 1.343 -0.910 -2.038
H -0.240 1.504 0.889 0.434 0.495 0.068
H 0.916 1.844 -0.574 -0.777 -0.737 0.573
H 1.202 -0.445 1.466 -0.206 -0.581 1.225
H 2.710 -1.381 -0.468 0.053 -0.715 -0.092
H 2.400 0.158 -1.264 -0.232 -0.137 -0.330
H 3.297 0.144 0.203 -0.334 -0.417 -0.075
N -0.018 -0.177 -0.329 -1.455 0.194 0.530
```
Forces are in eV/Å.

Properties
HOMO level   -9.1 eV
Energy above the lowest of the compared OMol25 structures with the same formula, charge and spin   2.357 eV
Charge   0
Total energy   -6851.17167 eV
LUMO level   1.215 eV


Record 6
# C5H11N

The molecule C5H11N (the ωB97M-V functional and the def2-TZVPD basis, OMol25).

XYZ file:
```
17
Properties=species:S:1:pos:R:3:forces:R:3
C 0.335 1.465 -0.488 -0.051 0.046 0.040
C 0.579 -0.060 -0.478 0.087 0.042 -0.072
C 0.243 -0.692 -1.831 -0.031 -0.026 -0.014
N -0.101 -0.843 0.569 0.062 -0.044 -0.095
C -0.004 -0.457 1.957 0.131 0.072 0.200
C -1.301 -0.388 1.235 -0.281 0.108 -0.003
H -0.599 1.740 0.011 0.134 -0.038 -0.080
H 1.140 2.020 -0.001 -0.075 -0.076 -0.012
H 0.244 1.841 -1.511 0.128 -0.102 0.096
H 1.647 -0.234 -0.294 -0.160 0.008 -0.025
H -0.766 -0.422 -2.163 0.092 -0.029 0.096
H 0.298 -1.781 -1.749 0.007 0.141 -0.033
H 0.951 -0.363 -2.600 -0.140 0.011 0.138
H 0.466 0.496 2.203 -0.074 -0.103 -0.076
H 0.202 -1.260 2.663 -0.045 0.148 -0.153
H -2.078 -1.133 1.389 0.183 0.047 -0.009
H -1.684 0.612 1.036 0.033 -0.205 0.000
```
Forces are in eV/Å.

Properties
HOMO level   -9.0 eV
Energy above the lowest of the compared OMol25 structures with the same formula, charge and spin   1.422 eV
Charge   0
Total energy   -6852.10660 eV
LUMO level   1.213 eV


Record 7
# C5H11N

The molecule C5H11N (the ωB97M-V functional and the def2-TZVPD basis, OMol25).

XYZ file:
```
17
Properties=species:S:1:pos:R:3:forces:R:3
C 1.746 -0.920 -0.488 -0.005 -0.038 0.013
C 0.823 0.256 -0.760 0.059 0.086 -0.062
C 0.036 0.458 1.643 -0.238 -0.093 0.134
C -0.727 1.476 0.862 -0.069 0.188 -0.208
N -0.333 0.240 0.161 0.027 0.006 -0.125
C -1.435 -0.622 -0.274 -0.048 -0.106 0.076
H 2.099 -0.840 0.544 -0.032 -0.056 -0.166
H 1.238 -1.884 -0.610 0.064 0.155 -0.020
H 2.599 -0.900 -1.174 -0.125 0.010 0.100
H 1.357 1.191 -0.580 -0.083 -0.118 -0.005
H 0.449 0.264 -1.793 0.027 -0.002 0.156
H -0.678 -0.168 2.200 0.102 0.104 -0.070
H -0.223 2.376 0.501 -0.033 -0.173 0.078
H -1.815 1.601 0.894 0.188 -0.066 0.054
H -1.050 -1.618 -0.510 -0.053 0.143 0.057
H -1.929 -0.203 -1.159 0.122 -0.067 0.119
H -2.155 -0.707 0.543 0.099 0.025 -0.129
```
Forces are in eV/Å.

Properties
HOMO level   -7.2 eV
Energy above the lowest of the compared OMol25 structures with the same formula, charge and spin   3.514 eV
Charge   0
Total energy   -6850.01420 eV
LUMO level   0.887 eV


Record 8
# C5H11N

A cluster of 2 separate species, C5H11N in total (the ωB97M-V functional and the def2-TZVPD basis, OMol25).

XYZ file:
```
17
Properties=species:S:1:pos:R:3:forces:R:3
C 1.589 0.519 1.181 -0.003 0.077 0.028
C 0.723 -0.670 0.910 -0.176 0.001 -0.030
C 0.140 0.067 -2.301 0.014 0.031 -0.021
N -0.548 -0.566 0.727 0.241 -0.051 0.092
C -1.616 0.407 0.871 0.036 0.364 0.075
C -1.781 -0.985 0.371 -0.020 -0.230 0.073
H 0.983 1.423 1.295 0.071 -0.155 -0.014
H 2.184 0.389 2.093 -0.102 0.006 -0.135
H 2.294 0.688 0.355 -0.097 -0.058 0.112
H 1.158 -1.658 0.789 -0.081 0.111 0.020
H 0.444 0.990 -1.797 -0.036 -0.132 -0.120
H -0.217 0.299 -3.307 0.089 -0.017 0.135
H 0.998 -0.607 -2.362 -0.104 0.109 -0.021
H -1.620 1.231 0.152 -0.049 -0.161 0.110
H -1.793 0.710 1.909 0.040 -0.086 -0.152
H -2.277 -1.823 0.847 0.082 0.122 0.006
H -0.661 -0.414 -1.731 0.097 0.068 -0.157
```
Forces are in eV/Å.

Properties
HOMO level (spin up / spin down)   -7.1 / -7.1 eV
Energy above the lowest of the compared OMol25 structures with the same formula, charge and spin   3.899 eV
Charge   0
Total energy   -6849.62973 eV
LUMO level (spin up / spin down)   1.052 / 1.052 eV